Entry 1:
This record from the OMol25 dataset describes C37H28BrN5O4S2Sm as an isolated structure. The level of theory is ωB97M-V/def2-TZVPD.

Each line ends with the Mulliken charge.
Positions of all 78 atoms, in Å:
Sm1 0.0486 -0.8000 0.2565  0.618
O1 -0.5256 4.6538 1.8878  -0.720
C1 0.7910 4.4909 1.6889  0.364
C2 1.5998 5.6292 1.6876  -0.712
C3 2.9596 5.5243 1.4703  -0.287
C4 3.5455 4.2822 1.2521  -0.871
C5 2.7492 3.1535 1.2656  -0.234
C6 1.3766 3.2297 1.4851  0.256
C7 0.5878 1.9716 1.4670  0.720
O2 1.2118 0.8611 1.3854  -0.516
N1 -0.7233 2.0945 1.5315  -0.850
N2 -1.3419 0.8665 1.3840  0.443
C8 -2.6137 0.8303 1.5292  -0.312
C9 -3.3839 -0.3884 1.4379  0.631
C10 -4.7765 -0.2810 1.3554  -0.739
C11 -5.5846 -1.3937 1.2785  -0.699
C12 -4.9897 -2.6570 1.2955  -0.485
C13 -3.6245 -2.7986 1.3907  -0.575
C14 -2.7710 -1.6755 1.4624  0.356
O3 -1.4831 -1.8349 1.5629  -0.578
H1 -0.9356 3.7510 1.7830  0.617
H2 1.1261 6.5888 1.8490  0.413
H3 3.5681 6.4206 1.4647  0.357
H4 4.6097 4.1995 1.0717  0.410
H5 3.1724 2.1707 1.1013  0.345
H6 -3.1481 1.7594 1.7389  0.249
H7 -5.2143 0.7116 1.3378  0.327
H8 -6.6589 -1.2902 1.2010  0.388
H9 -5.6108 -3.5431 1.2264  0.368
H10 -3.1580 -3.7751 1.3913  0.436
O4 -1.2989 -1.8797 -1.2698  -0.337
N3 -0.8800 -2.0614 -2.5049  0.318
C15 -1.6817 -1.6416 -3.4978  -0.314
C16 -1.3280 -1.7994 -4.8126  -0.866
C17 -0.0993 -2.3983 -5.0987  -0.186
C18 0.7067 -2.8170 -4.0699  -0.861
C19 0.3316 -2.6596 -2.7226  0.426
S1 1.2735 -3.1518 -1.3940  -0.460
H11 -2.5894 -1.1715 -3.1517  0.609
H12 -1.9905 -1.4444 -5.5876  0.435
H13 0.2221 -2.5280 -6.1242  0.360
H14 1.6642 -3.2807 -4.2564  0.429
Br1 1.7469 -5.6727 6.2146  -0.225
C20 1.8842 -4.5152 4.7158  0.146
C21 0.8542 -3.6306 4.4423  -0.898
C22 0.9497 -2.7919 3.3461  -0.031
C23 2.0885 -2.8228 2.5436  -0.171
C24 3.1014 -3.7438 2.8134  -0.251
C25 3.0031 -4.5908 3.9047  -0.691
N4 2.1605 -1.9443 1.4435  0.704
C26 3.2825 -1.4073 1.1712  -0.857
C27 3.5293 -0.5779 -0.0104  0.576
C28 4.8324 -0.1500 -0.2418  -0.853
C29 5.1047 0.5721 -1.3929  -0.528
C30 4.0669 0.8199 -2.2692  -1.100
C31 2.7904 0.3610 -1.9555  -0.327
N5 2.5152 -0.3114 -0.8470  0.807
H15 -0.0250 -3.6029 5.0707  0.444
H16 0.1285 -2.1283 3.1061  0.309
H17 3.9499 -3.8270 2.1476  0.537
H18 3.7811 -5.3121 4.1121  0.400
H19 4.1558 -1.5483 1.8133  0.500
H20 5.6116 -0.3846 0.4712  0.466
H21 6.1063 0.9267 -1.5979  0.421
H22 4.2199 1.3737 -3.1846  0.446
H23 1.9542 0.5596 -2.6150  0.519
S2 -0.2847 1.1734 -1.8900  -0.169
C32 -1.8740 1.8353 -2.2487  0.390
C33 -2.6102 2.5787 -1.3222  -0.200
C34 -3.8510 3.0996 -1.6488  -0.604
C35 -4.3927 2.9095 -2.9132  -0.529
C36 -3.6585 2.2021 -3.8539  -0.566
C37 -2.4193 1.6777 -3.5280  -0.884
H24 -2.1797 2.7650 -0.3490  0.310
H25 -4.3965 3.6717 -0.9064  0.402
H26 -5.3638 3.3176 -3.1650  0.365
H27 -4.0519 2.0584 -4.8543  0.354
H28 -1.8434 1.1416 -4.2717  0.511

Forces on atoms 1 to 3 (eV/Å):
Sm 0.041 -0.641 -0.664
O 0.025 0.054 -0.014
C -0.009 0.023 -0.022

orbital gap (alpha / beta)	6.0 / 6.0	eV
<S²>	8.76
ΔE to the lowest compared entry with this formula, charge and spin	2.37	kcal per mole
LUMO level (alpha / beta)	1.5 / 1.5	eV
maximum force	0.018	Eh/bohr
net charge	-1
2S+1	6



Entry 2:
This record from the OMol25 dataset describes one molecule with the formula C4H8N2 in a non-equilibrium geometry. The level of theory is ωB97M-V/def2-TZVPD.

Each line ends with the Mulliken charge.
Positions of all 14 atoms, in Å:
C1 -1.2995 0.2836 0.2107  -0.393
C2 0.4077 -1.1658 0.2244  -0.688
C3 1.4243 -0.3364 -0.0440  -0.401
C4 -0.3042 1.3338 0.0993  -0.416
H1 -2.0709 0.8013 -0.3398  0.269
H2 -1.9134 -0.0555 1.1204  0.223
H3 -0.7786 -0.8964 -1.4052  0.230
H4 -0.0384 -1.2337 1.4817  0.200
H5 0.6436 -2.1825 -0.0101  0.353
H6 2.4400 -0.4118 -0.0998  0.516
H7 1.8238 1.5543 -0.3249  0.300
H8 -0.4533 2.3254 -0.4438  0.201
N1 -0.8941 -0.8947 -0.4498  -0.347
N2 1.0131 0.8783 -0.0190  -0.048

Forces on atoms 1 to 3 (eV/Å):
C -3.965 0.700 -0.608
C -5.272 -6.432 3.666
C 1.271 2.446 0.262

orbital gap	7.3	eV
ΔE to the lowest compared entry with this formula, charge and spin	111.40	kcal per mole
LUMO level	0.8	eV
maximum force	0.177	Eh/bohr
net charge	0
2S+1	1



Entry 3:
This record from the OMol25 dataset describes a 2-piece molecular cluster, C2H2O overall in a non-equilibrium geometry. The level of theory is ωB97M-V/def2-TZVPD.

Each line ends with the Mulliken charge.
Positions of all 5 atoms, in Å:
C1 1.0834 -0.5903 0.1494  -0.566
C2 -0.1140 -0.2989 0.0002  0.592
O1 -1.3230 -0.1801 0.0643  -0.457
H1 2.0235 -0.4714 -0.3035  0.297
H2 -1.6699 1.5407 0.0897  0.134

Forces on atoms 1 to 3 (eV/Å):
C 0.192 0.495 0.008
C -1.413 -0.628 0.477
O 0.473 1.273 -0.354

orbital gap (alpha / beta)	9.6 / 7.2	eV
ΔE to the lowest compared entry with this formula, charge and spin	111.44	kcal per mole
LUMO level (alpha / beta)	-0.5 / -2.4	eV
maximum force	0.031	Eh/bohr
net charge	0
2S+1	1



Entry 4:
This record from the OMol25 dataset describes a 4-piece molecular cluster, C30H43B3N3O13S overall. The level of theory is ωB97M-V/def2-TZVPD.

Each line ends with the Mulliken charge.
Positions of all 93 atoms, in Å:
C1 4.5519 3.2986 1.2862  -0.607
O1 3.7130 2.8838 0.2389  -0.336
C2 2.3730 2.7013 0.6700  -0.542
C3 1.5017 2.3096 -0.5208  -0.395
C4 0.1182 2.9990 -0.5439  -0.825
C5 -1.1036 2.0755 -0.5415  -0.057
C6 -2.3444 2.6947 0.0862  -0.895
C7 -3.4839 1.6802 0.0906  -0.451
C8 -4.8557 2.2846 0.3556  -1.840
C9 -6.0683 1.3840 0.1325  1.603
C10 -5.9998 0.4461 -1.0970  -1.596
B1 -5.5421 -0.9654 -0.5475  1.012
O2 -4.3808 -1.1424 0.1903  -0.587
O3 -6.3178 -2.0851 -0.8472  -0.672
O4 -6.3608 0.5839 1.2628  -1.238
B2 -7.8556 0.3349 1.2725  1.994
O5 -8.3555 1.2826 0.2090  -0.952
C11 -7.3725 2.2368 0.0196  0.688
S1 -7.4419 3.4056 1.4992  -0.461
C12 -7.6214 2.9286 -1.3329  -0.780
B3 -8.4796 4.2385 -1.2685  0.811
O6 -9.7898 4.2043 -1.6819  -0.578
O7 -7.9221 5.4584 -0.8745  -0.583
H1 5.4692 3.6944 0.8495  0.216
H2 4.8069 2.4714 1.9560  0.196
H3 4.0816 4.0896 1.8839  0.357
H4 2.0111 3.6330 1.1267  0.271
H5 2.3490 1.9219 1.4439  0.313
H6 1.3634 1.2261 -0.5298  0.164
H7 2.0652 2.5754 -1.4166  0.385
H8 0.0624 3.6365 -1.4298  0.278
H9 0.0304 3.6810 0.3091  0.399
H10 -0.9011 1.1411 -0.0213  0.164
H11 -1.3535 1.8491 -1.5832  0.322
H12 -2.1372 3.0780 1.0907  0.427
H13 -2.6588 3.5607 -0.5132  0.290
H14 -3.2918 0.9395 0.8682  0.264
H15 -3.4775 1.1616 -0.8721  0.255
H16 -4.9726 3.1481 -0.3138  0.330
H17 -4.8778 2.6464 1.3864  0.512
H18 -5.3780 0.8185 -1.9194  0.140
H19 -7.0154 0.3158 -1.4640  0.222
H20 -4.5982 -1.4353 1.0845  0.198
H21 -7.1451 -2.0361 -0.3369  0.263
H22 -8.3308 0.5082 2.3862  -0.364
H23 -8.1234 -0.8437 0.8937  -0.462
H24 -8.7797 3.3733 1.4976  0.192
H25 -6.6717 3.1680 -1.8261  0.273
H26 -8.1212 2.1767 -1.9436  0.174
H27 -10.2686 4.9827 -1.3738  0.294
H28 -8.0400 5.6270 0.0673  0.292
C13 9.9819 0.5124 -0.5022  -0.472
C14 10.0162 1.5390 0.4309  -0.404
C15 9.0017 1.6650 1.3644  -0.479
C16 7.9689 0.7463 1.3427  0.204
C17 7.9025 -0.2778 0.4142  -0.541
C18 8.9256 -0.3883 -0.5180  -0.330
N1 6.9085 0.8647 2.3641  1.011
O8 6.9821 1.8102 3.1258  -0.585
O9 6.0357 0.0230 2.3818  -0.587
H29 10.7811 0.4161 -1.2254  0.381
H30 10.8371 2.2433 0.4362  0.369
H31 9.0079 2.4528 2.1026  0.455
H32 7.0726 -0.9682 0.4246  0.566
H33 8.8952 -1.1895 -1.2440  0.400
C19 -3.0142 -4.1007 -1.9981  -1.155
C20 -3.2069 -2.8587 -1.4086  -0.084
C21 -2.1252 -2.1526 -0.9064  -0.015
C22 -0.8672 -2.7217 -1.0075  -0.016
C23 -0.6494 -3.9599 -1.5830  -0.524
C24 -1.7406 -4.6506 -2.0839  -0.322
N2 0.2861 -1.9727 -0.4677  0.967
O10 0.0448 -0.8924 0.0189  -0.609
O11 1.3883 -2.4763 -0.5345  -0.617
H34 -3.8630 -4.6456 -2.3901  0.444
H35 -4.1992 -2.4365 -1.3313  0.470
H36 -2.2567 -1.1892 -0.4345  0.539
H37 0.3505 -4.3642 -1.6370  0.482
H38 -1.5958 -5.6205 -2.5408  0.366
C25 5.7758 -6.3283 2.0214  -0.445
C26 4.6638 -5.7844 1.3927  -0.458
C27 4.8230 -4.9047 0.3336  -0.633
C28 6.1058 -4.5933 -0.0714  0.221
C29 7.2302 -5.1153 0.5406  -0.408
C30 7.0553 -5.9926 1.5986  -0.404
N3 6.2825 -3.6615 -1.2025  1.102
O12 5.2899 -3.2007 -1.7179  -0.605
O13 7.4233 -3.4045 -1.5417  -0.625
H39 5.6447 -7.0153 2.8471  0.375
H40 3.6681 -6.0411 1.7273  0.392
H41 3.9756 -4.4614 -0.1650  0.682
H42 8.2141 -4.8376 0.1935  0.445
H43 7.9203 -6.4135 2.0930  0.371

Forces on atoms 1 to 3 (eV/Å):
C 0.044 -0.025 0.049
O -0.050 0.128 -0.105
C -0.004 -0.194 0.017

orbital gap	5.5	eV
LUMO level	0.7	eV
maximum force	0.019	Eh/bohr
net charge	-1
2S+1	1



Entry 5:
This record from the OMol25 dataset describes C3H8ClISi as an isolated structure in a non-equilibrium geometry. The level of theory is ωB97M-V/def2-TZVPD.

Each line ends with the Mulliken charge.
Positions of all 14 atoms, in Å:
C1 1.3047 -1.2564 0.1842  -0.967
C2 0.0486 -1.0327 -0.8513  -0.285
C3 -0.2068 0.5465 -1.0062  -1.051
Si1 -0.9309 1.7105 1.0372  0.435
Cl1 -1.8701 3.4377 0.6771  -0.162
I1 -2.4780 0.0558 2.0957  -0.095
H1 1.8000 -2.2022 0.1383  0.339
H2 1.9990 -0.4039 0.1634  0.291
H3 0.9283 -1.2486 1.2148  0.213
H4 0.0962 -1.4426 -1.9123  0.294
H5 -0.7639 -1.5383 -0.4122  0.254
H6 -0.9264 0.7257 -1.7740  0.433
H7 0.6581 1.2201 -1.2989  0.353
H8 0.3412 1.4283 1.7443  -0.052

Forces on atoms 1 to 3 (eV/Å):
C -1.731 1.028 -0.643
C 2.502 2.133 0.088
C 0.084 0.683 2.104

orbital gap	9.1	eV
ΔE to the lowest compared entry with this formula, charge and spin	51.08	kcal per mole
LUMO level	0.3	eV
maximum force	0.102	Eh/bohr
net charge	0
2S+1	1



Entry 6:
This record from the OMol25 dataset describes a 2-piece molecular cluster, C8H20NO2 overall in a non-equilibrium geometry. The level of theory is ωB97M-V/def2-TZVPD.

Each line ends with the Mulliken charge.
Positions of all 31 atoms, in Å:
C1 -0.6045 -3.3094 2.0018  -1.127
C2 1.2108 0.1324 -2.0495  -1.525
C3 2.0513 2.4298 -2.3478  -1.523
C4 1.8818 1.4657 -0.0578  -1.529
C5 -2.9944 -0.4598 2.1740  -1.411
C6 -1.8800 -3.0637 1.2642  -0.160
C7 1.3097 1.4872 -1.3713  1.389
C8 -1.9480 -0.5521 1.1165  0.902
N1 -0.0762 2.0554 -1.2260  -0.108
O1 -1.2720 0.3504 0.6077  -0.719
O2 -1.6754 -1.7497 0.5843  -0.384
H1 0.0990 -3.1629 1.2683  0.340
H2 -0.3726 -2.8344 2.9056  0.323
H3 -0.3382 -4.3861 2.3175  0.341
H4 0.6483 -0.5855 -1.5072  0.297
H5 0.8356 0.4346 -2.9379  0.555
H6 2.2643 -0.4127 -2.0812  0.345
H7 2.3184 3.4870 -1.9043  0.328
H8 1.6618 2.4607 -3.4202  0.396
H9 2.9533 1.8794 -2.6806  0.415
H10 1.7167 2.5119 0.5113  0.375
H11 1.4918 0.7324 0.7272  0.287
H12 2.9779 1.3419 -0.0363  0.368
H13 -3.1033 0.5074 2.4347  0.395
H14 -2.6370 -0.8947 3.0614  0.403
H15 -3.9696 -0.8663 1.8547  0.370
H16 -2.8485 -3.0452 1.8492  0.310
H17 -2.0251 -3.7313 0.4440  0.256
H18 -0.1213 2.8145 -0.5323  0.394
H19 -0.4854 2.3712 -2.0808  0.377
H20 -0.4462 1.2989 -0.6625  0.320

Forces on atoms 1 to 3 (eV/Å):
C -0.314 -3.704 0.771
C 3.457 -1.002 2.615
C 1.353 0.669 -0.793

orbital gap	11.5	eV
ΔE to the lowest compared entry with this formula, charge and spin	0.00	kcal per mole
LUMO level	-2.6	eV
maximum force	0.115	Eh/bohr
net charge	+1
2S+1	1



Entry 7:
This record from the OMol25 dataset describes one molecule with the formula C3H6BNO2 in a non-equilibrium geometry. The level of theory is ωB97M-V/def2-TZVPD.

Each line ends with the Mulliken charge.
Positions of all 13 atoms, in Å:
B1 0.7762 -0.8421 -0.1816  0.511
C1 -1.3157 0.6601 -1.2207  0.005
C2 -0.6816 0.9596 1.0337  -1.276
C3 -0.1504 0.5878 -0.3438  0.480
N1 -2.0069 0.8095 -2.1283  -0.503
O1 0.2050 -1.8447 0.4534  -0.472
O2 1.9486 -0.8092 -0.8146  -0.442
H1 -1.2845 1.9720 0.9608  0.299
H2 0.0621 1.0044 1.8629  0.337
H3 -1.2466 0.1532 1.4657  0.355
H4 0.3710 1.5420 -0.7624  0.147
H5 0.8272 -2.5856 0.3887  0.276
H6 2.4956 -1.6069 -0.7138  0.282

Forces on atoms 1 to 3 (eV/Å):
B -2.091 3.947 -1.895
C 0.713 -0.903 -1.306
C -0.326 1.920 1.463

orbital gap	10.6	eV
ΔE to the lowest compared entry with this formula, charge and spin	11.48	kcal per mole
LUMO level	-0.2	eV
structure (SMILES)	C[C@H](C#N)B(O)O
maximum force	0.094	Eh/bohr
net charge	0
2S+1	1



Calculated total energy list, top to bottom, in a.u.: -6030.08673 -266.54447 -152.42545 -2784.09173 -1166.48377 -521.76695 -348.06799